{
  "formula": "C69H74ClF8O3PSSi",
  "method": "ωB97M-V with the def2-TZVPD basis set",
  "elements": ["C", "C", "C", "Si", "S", "C", "C", "O", "C", "C", "O", "C", "C", "C", "C", "C", "C", "C", "C", "C", "C", "C", "C", "C", "C", "P", "O", "Cl", "H", "H", "H", "H", "H", "H", "H", "H", "H", "H", "H", "H", "H", "H", "H", "H", "H", "H", "H", "H", "H", "H", "H", "H", "H", "H", "H", "H", "H", "H", "H", "H", "H", "H", "F", "C", "C", "C", "C", "C", "C", "H", "H", "H", "H", "H", "F", "C", "C", "C", "C", "C", "C", "H", "H", "H", "H", "H", "F", "C", "C", "C", "C", "C", "C", "H", "H", "H", "H", "H", "F", "C", "C", "C", "C", "C", "C", "H", "H", "H", "H", "H", "F", "C", "C", "C", "C", "C", "C", "H", "H", "H", "H", "H", "F", "C", "C", "C", "C", "C", "C", "H", "H", "H", "H", "H", "F", "C", "C", "C", "C", "C", "C", "H", "H", "H", "H", "H", "F", "C", "C", "C", "C", "C", "C", "H", "H", "H", "H", "H"],
  "xyz": [[-4.83, 3.51, -2.46], [-5.02, 2.11, -2.63], [-5.01, 0.50, -3.07], [-3.86, -0.57, -1.91], [-4.08, -0.13, 0.19], [-4.34, -2.46, -2.13], [-3.00, -3.38, -2.40], [-2.22, -3.42, -1.13], [-1.49, -4.69, -1.09], [-0.56, -4.92, 0.24], [-1.06, -4.21, 1.45], [0.20, -3.72, 2.09], [1.21, -4.86, 2.70], [2.66, -4.41, 3.39], [3.10, -2.80, 3.47], [4.56, -2.44, 4.13], [4.58, -0.94, 4.88], [4.74, -3.52, 5.40], [5.85, -2.70, 3.16], [5.75, -2.05, 1.66], [5.26, -0.49, 1.59], [7.32, -2.05, 1.07], [4.87, -2.90, 0.58], [2.03, -1.71, 2.84], [0.60, -2.12, 2.15], [-1.72, -0.21, -2.47], [-0.69, -0.32, -1.06], [-1.64, 1.78, -3.30], [-4.72, 4.68, -2.50], [-6.14, 0.12, -3.07], [-4.65, 0.40, -4.19], [-3.11, -0.92, 0.86], [-5.10, -2.47, -3.05], [-4.98, -2.86, -1.20], [-2.31, -2.93, -3.25], [-3.26, -4.49, -2.76], [-0.76, -4.69, -2.02], [-2.21, -5.61, -1.18], [0.52, -4.49, 0.02], [-0.39, -6.08, 0.48], [0.94, -6.02, 2.66], [3.33, -5.29, 3.77], [5.63, -0.44, 4.63], [4.50, -1.04, 6.04], [3.73, -0.23, 4.48], [3.75, -3.49, 6.07], [5.60, -3.06, 6.09], [4.99, -4.60, 5.04], [5.92, -3.88, 3.01], [6.85, -2.39, 3.69], [5.65, 0.16, 2.51], [4.09, -0.37, 1.46], [5.75, 0.02, 0.63], [8.02, -1.46, 1.80], [7.67, -3.19, 0.95], [7.23, -1.53, 0.00], [4.23, -3.77, 1.07], [4.06, -2.15, 0.13], [5.50, -3.28, -0.35], [2.30, -0.55, 2.83], [-0.08, -1.25, 1.71], [-1.18, -0.70, -0.27], [6.30, -0.20, 8.47], [6.56, 1.00, 7.93], [7.82, 1.25, 7.40], [8.09, 2.49, 6.83], [7.10, 3.48, 6.82], [5.84, 3.22, 7.36], [5.57, 1.97, 7.92], [8.58, 0.47, 7.42], [9.07, 2.70, 6.40], [7.31, 4.45, 6.38], [5.07, 3.99, 7.36], [4.59, 1.75, 8.34], [-5.04, 6.60, -0.71], [-3.75, 6.89, -0.47], [-3.39, 8.20, -0.18], [-2.05, 8.50, 0.08], [-1.09, 7.48, 0.03], [-1.47, 6.17, -0.26], [-2.80, 5.87, -0.51], [-4.15, 8.97, -0.15], [-1.76, 9.52, 0.32], [-0.05, 7.72, 0.23], [-0.72, 5.39, -0.30], [-3.12, 4.86, -0.73], [-0.46, -6.72, -2.84], [0.47, -6.72, -3.80], [1.81, -6.63, -3.45], [2.79, -6.63, -4.45], [2.41, -6.71, -5.79], [1.06, -6.79, -6.13], [0.08, -6.80, -5.13], [2.09, -6.56, -2.40], [3.84, -6.57, -4.18], [3.17, -6.70, -6.57], [0.76, -6.84, -7.18], [-0.97, -6.87, -5.38], [0.23, -4.36, -8.18], [-0.91, -3.81, -7.75], [-0.93, -2.49, -7.34], [-2.12, -1.91, -6.91], [-3.29, -2.68, -6.87], [-3.26, -4.01, -7.28], [-2.07, -4.58, -7.73], [-0.01, -1.91, -7.37], [-2.14, -0.87, -6.59], [-4.22, -2.23, -6.53], [-4.17, -4.61, -7.25], [-2.04, -5.62, -8.06], [4.73, -6.78, -8.16], [4.99, -5.58, -8.70], [6.25, -5.33, -9.24], [6.51, -4.09, -9.80], [5.53, -3.10, -9.82], [4.27, -3.36, -9.27], [4.00, -4.61, -8.71], [7.01, -6.11, -9.21], [7.49, -3.88, -10.23], [5.74, -2.13, -10.25], [3.50, -2.59, -9.28], [3.02, -4.83, -8.29], [-3.88, 11.24, 0.21], [-5.12, 11.65, -0.09], [-5.30, 12.66, -1.03], [-6.60, 13.08, -1.35], [-7.69, 12.50, -0.71], [-7.50, 11.49, 0.24], [-6.21, 11.06, 0.55], [-4.44, 13.10, -1.51], [-6.75, 13.86, -2.09], [-8.70, 12.83, -0.95], [-8.35, 11.04, 0.74], [-6.04, 10.27, 1.27], [-7.92, 8.87, 6.55], [-6.84, 8.92, 5.76], [-5.90, 9.93, 5.95], [-4.77, 9.98, 5.13], [-4.60, 9.02, 4.12], [-5.55, 8.02, 3.94], [-6.67, 7.96, 4.76], [-6.06, 10.66, 6.73], [-4.03, 10.76, 5.27], [-3.72, 9.06, 3.48], [-5.42, 7.28, 3.15], [-7.42, 7.18, 4.64], [-3.32, -6.06, 7.70], [-3.19, -5.62, 6.44], [-2.11, -6.04, 5.68], [-1.97, -5.59, 4.37], [-2.92, -4.71, 3.83], [-4.01, -4.29, 4.61], [-4.14, -4.75, 5.92], [-1.38, -6.72, 6.12], [-1.13, -5.92, 3.76], [-2.82, -4.36, 2.81], [-4.74, -3.61, 4.19], [-4.98, -4.44, 6.53]],
  "smiles": "C#CC[Si@@](S)(CCOCCOc1ccc(C(C)(C)CC(C)(C)C)cc1)P(O)Cl.Fc1ccccc1.Fc1ccccc1.Fc1ccccc1.Fc1ccccc1.Fc1ccccc1.Fc1ccccc1.Fc1ccccc1.Fc1ccccc1",
  "homo_lumo_gap_ev": 8.35,
  "homo_ev": -8.3,
  "e_lumo_ev": 0.04
}



{
  "formula": "C6AlF18N3O12S6",
  "method": "ωB97M-V with the def2-TZVPD basis set",
  "elements": ["Al", "C", "F", "F", "F", "S", "O", "O", "N", "S", "O", "O", "C", "F", "F", "F", "C", "F", "F", "F", "S", "O", "O", "N", "S", "O", "O", "C", "F", "F", "F", "C", "F", "F", "F", "S", "O", "O", "N", "S", "O", "O", "C", "F", "F", "F"],
  "xyz": [[-5.36, 33.35, 26.46], [-7.41, 28.79, 25.28], [-8.08, 29.76, 24.67], [-8.05, 28.45, 26.38], [-7.41, 27.79, 24.38], [-5.66, 29.41, 25.77], [-4.89, 28.24, 26.03], [-5.33, 30.21, 24.59], [-5.73, 30.53, 27.13], [-6.16, 29.70, 28.39], [-7.02, 30.45, 29.24], [-6.42, 28.25, 28.29], [-4.37, 29.68, 29.15], [-3.94, 30.93, 29.55], [-4.55, 28.96, 30.23], [-3.48, 29.17, 28.24], [-7.66, 32.54, 22.55], [-6.45, 32.07, 22.84], [-7.83, 32.63, 21.19], [-8.54, 31.64, 23.00], [-7.80, 34.15, 23.60], [-6.46, 34.76, 23.67], [-8.90, 34.99, 23.16], [-7.95, 33.63, 25.26], [-9.44, 33.64, 25.46], [-9.88, 34.93, 25.98], [-10.26, 32.94, 24.51], [-9.57, 32.45, 26.96], [-10.34, 33.07, 27.88], [-10.19, 31.32, 26.69], [-8.37, 32.18, 27.33], [-3.32, 36.68, 29.46], [-3.36, 36.61, 30.77], [-4.48, 37.05, 28.95], [-2.46, 37.68, 29.08], [-2.71, 35.01, 28.60], [-1.24, 34.80, 28.77], [-3.63, 34.00, 29.09], [-3.19, 35.21, 26.90], [-2.08, 35.83, 26.12], [-1.27, 36.89, 26.78], [-1.38, 34.75, 25.38], [-2.99, 36.89, 24.69], [-3.37, 38.14, 25.13], [-2.22, 37.02, 23.61], [-4.07, 36.15, 24.23]],
  "homo_lumo_gap_ev": 2.97,
  "homo_ev": -11.2,
  "e_lumo_ev": -8.21
}



{
  "formula": "C6F18InO18S6",
  "method": "ωB97M-V with the def2-TZVPD basis set",
  "elements": ["In", "C", "F", "F", "F", "S", "O", "O", "O", "C", "F", "F", "F", "S", "O", "O", "O", "C", "F", "F", "F", "S", "O", "O", "O", "C", "F", "F", "F", "S", "O", "O", "O", "C", "F", "F", "F", "S", "O", "O", "O", "C", "F", "F", "F", "S", "O", "O", "O"],
  "xyz": [[-31.39, -9.18, 7.29], [-30.53, -10.45, 12.52], [-31.03, -9.19, 12.77], [-29.23, -10.38, 12.11], [-30.68, -11.20, 13.68], [-31.67, -11.27, 11.18], [-31.14, -12.60, 10.75], [-33.05, -11.30, 11.73], [-31.69, -10.34, 10.02], [-30.31, -11.53, 3.17], [-29.80, -12.32, 2.27], [-31.00, -10.64, 2.57], [-31.21, -12.18, 3.98], [-28.93, -10.82, 4.16], [-28.21, -9.96, 3.29], [-29.48, -10.07, 5.31], [-28.26, -12.01, 4.70], [-32.15, -14.67, 6.12], [-33.41, -14.26, 6.26], [-31.98, -15.79, 6.84], [-31.84, -14.83, 4.83], [-30.97, -13.41, 7.00], [-30.69, -13.85, 8.34], [-29.69, -13.49, 6.28], [-31.57, -12.09, 6.98], [-26.68, -10.84, 9.66], [-27.12, -9.75, 10.32], [-25.78, -10.55, 8.79], [-26.21, -11.70, 10.50], [-28.13, -11.72, 8.71], [-27.68, -12.06, 7.34], [-28.57, -12.82, 9.64], [-29.20, -10.73, 8.58], [-36.70, -10.73, 7.49], [-37.78, -11.20, 8.08], [-36.20, -11.61, 6.64], [-37.03, -9.70, 6.80], [-35.26, -10.27, 8.68], [-35.32, -11.28, 9.71], [-34.01, -10.11, 7.93], [-35.72, -8.92, 9.16], [-31.95, -5.66, 3.46], [-31.97, -5.93, 2.14], [-31.42, -4.47, 3.76], [-33.19, -5.86, 3.91], [-30.68, -6.91, 4.45], [-31.31, -8.19, 4.58], [-29.33, -7.03, 3.89], [-30.67, -6.57, 5.89]],
  "homo_lumo_gap_ev": 2.94,
  "homo_ev": -1.5,
  "total_charge": -3,
  "e_lumo_ev": 1.43
}



{
  "formula": "C6F18O18S6V",
  "method": "ωB97M-V with the def2-TZVPD basis set",
  "elements": ["V", "C", "F", "F", "F", "S", "O", "O", "O", "C", "F", "F", "F", "S", "O", "O", "O", "C", "F", "F", "F", "S", "O", "O", "O", "C", "F", "F", "F", "S", "O", "O", "O", "C", "F", "F", "F", "S", "O", "O", "O", "C", "F", "F", "F", "S", "O", "O", "O"],
  "xyz": [[0.43, 0.17, -0.12], [-2.97, 1.87, 2.18], [-3.57, 2.66, 3.07], [-2.55, 0.78, 2.83], [-3.85, 1.46, 1.29], [-1.53, 2.83, 1.37], [-0.55, 1.80, 0.96], [-2.17, 3.45, 0.23], [-1.10, 3.71, 2.44], [-3.64, -0.78, -2.40], [-4.41, -0.66, -3.47], [-4.32, -0.40, -1.33], [-3.37, -2.08, -2.22], [-2.11, 0.28, -2.57], [-1.47, -0.18, -3.81], [-2.65, 1.63, -2.71], [-1.34, 0.07, -1.34], [3.72, -0.86, 2.74], [4.92, -0.68, 3.34], [3.70, -2.11, 2.32], [2.76, -0.67, 3.65], [3.56, 0.41, 1.36], [4.00, 1.67, 1.96], [4.43, -0.08, 0.32], [2.15, 0.41, 0.95], [-2.69, -2.51, 2.01], [-3.10, -2.17, 0.79], [-3.39, -1.83, 2.91], [-2.98, -3.81, 2.19], [-0.84, -2.15, 2.26], [-0.18, -3.44, 2.08], [-0.47, -1.17, 1.25], [-0.82, -1.67, 3.63], [2.45, 4.01, -0.95], [1.83, 4.26, 0.20], [2.76, 5.18, -1.55], [3.60, 3.36, -0.68], [1.36, 3.02, -2.08], [1.19, 1.77, -1.35], [0.19, 3.83, -2.32], [2.13, 2.86, -3.31], [0.70, -3.50, -2.40], [0.26, -2.95, -3.53], [-0.33, -3.67, -1.58], [1.16, -4.75, -2.67], [2.09, -2.49, -1.60], [2.49, -3.26, -0.44], [3.11, -2.38, -2.64], [1.41, -1.24, -1.26]],
  "s2": 3.752,
  "multiplicity": 4,
  "homo_lumo_gap_ev": [5.13, 7.75],
  "homo_ev": [3.1, 0.5],
  "total_charge": -4,
  "e_lumo_ev": [8.24, 8.24]
}



{
  "formula": "C6H10",
  "method": "ωB97M-V with the def2-TZVPD basis set",
  "elements": ["C", "C", "C", "C", "C", "C", "H", "H", "H", "H", "H", "H", "H", "H", "H", "H"],
  "xyz": [[-2.02, 0.97, -2.83], [-1.02, 0.77, -2.18], [0.16, 0.57, -1.34], [-0.11, -0.31, -0.11], [0.82, 0.02, 1.05], [0.60, -0.88, 2.26], [-2.90, 1.16, -3.40], [0.51, 1.56, -1.01], [0.97, 0.14, -1.94], [0.00, -1.37, -0.39], [-1.15, -0.18, 0.21], [0.65, 1.07, 1.34], [1.87, -0.04, 0.73], [-0.45, -0.85, 2.59], [1.22, -0.57, 3.11], [0.84, -1.92, 2.03]],
  "smiles": "C#CCCCC",
  "homo_lumo_gap_ev": 11.04,
  "homo_ev": -9.9,
  "e_lumo_ev": 1.13
}



{
  "formula": "C6H10",
  "method": "ωB97M-V with the def2-TZVPD basis set",
  "elements": ["C", "C", "C", "C", "C", "C", "H", "H", "H", "H", "H", "H", "H", "H", "H", "H"],
  "xyz": [[-1.56, 0.53, -0.89], [-0.28, 0.05, -0.33], [0.97, 0.92, -0.03], [1.23, 0.09, 1.27], [0.03, -0.76, 0.89], [0.14, -1.41, -0.45], [-2.27, -0.30, -0.93], [-1.44, 0.92, -1.91], [-1.98, 1.33, -0.26], [1.80, 0.96, -0.74], [0.65, 1.94, 0.19], [1.07, 0.67, 2.18], [2.17, -0.45, 1.33], [-0.76, -1.10, 1.54], [-0.63, -2.16, -0.62], [0.85, -1.23, -1.24]],
  "smiles": "C[C@@]12CC[C@@H]1C2",
  "homo_lumo_gap_ev": 9.90,
  "homo_ev": -8.7,
  "e_lumo_ev": 1.15
}



> Which formula does entry 2 have?

C6AlF18N3O12S6